{"formula": "C11H26Cl2N4O2PS2", "method": "the ωB97M-V functional and the def2-TZVPD basis", "elements": ["Cl", "Cl", "S", "S", "P", "O", "O", "N", "N", "N", "N", "C", "C", "C", "C", "C", "C", "C", "C", "C", "C", "C", "H", "H", "H", "H", "H", "H", "H", "H", "H", "H", "H", "H", "H", "H", "H", "H", "H", "H", "H", "H", "H", "H", "H", "H", "H", "H"], "positions_angstrom": [[-2.14220, 5.45898, -0.73955], [-1.28446, 2.88378, 1.32181], [5.36668, 1.02890, -0.77997], [3.90418, -1.86970, 0.69430], [3.45129, 1.01671, -0.44627], [0.41543, -0.40711, -2.57285], [-0.33715, -0.04030, 3.36511], [-0.46941, -3.13476, -0.53914], [0.24913, -0.88682, -0.28689], [1.81834, -2.81137, -0.89028], [-2.15957, -2.76591, 2.06279], [-3.24199, 4.47669, 0.25958], [0.56298, -2.26457, -0.55752], [-0.82917, -2.26235, 2.54818], [-0.67337, -0.74425, 2.14300], [-0.48301, 0.62077, -3.03501], [-1.70501, 0.90995, -2.05718], [-2.60440, 4.05866, 1.56603], [0.98031, -0.07431, -1.29176], [2.53315, -0.37082, -1.36282], [0.53475, -0.46834, 1.12162], [2.93594, -1.83200, -0.90858], [0.72496, 0.64913, 1.10217], [-0.05007, -2.93231, 2.07081], [-0.94300, 0.22156, -3.98847], [-2.05079, -0.01647, -1.51205], [0.03051, 1.57959, -3.32300], [0.26346, 0.69565, 3.16572], [-3.34630, 3.57303, 2.20094], [-1.27847, -2.99576, -1.14750], [-2.07100, -3.69112, 1.63926], [-2.48484, -2.17048, 1.29058], [-2.58014, 1.24249, -2.69365], [-4.12228, 5.08880, 0.45784], [-0.74415, -2.42323, 3.66300], [-1.48475, 1.76396, -1.35091], [-2.20024, 4.91297, 2.10765], [3.08798, 1.05106, 0.94092], [1.75798, -3.25458, -1.81367], [-1.63619, -0.27984, 1.77900], [1.43525, -0.95480, 1.58776], [0.83348, 1.02509, -1.07960], [2.92351, 2.23180, -1.01958], [3.67098, -2.20734, -1.68236], [4.61660, -3.06637, 0.67255], [-0.45863, -3.93040, 0.09367], [-3.55263, 3.61352, -0.32918], [2.83630, -0.24776, -2.44651]], "forces_ev_per_a": [[0.0, -0.1, 0.0], [0.2, -0.1, 0.0], [-0.4, -0.1, 0.1], [-0.3, -0.5, 0.0], [1.6, 0.5, -1.0], [0.4, 1.0, 1.1], [0.3, -0.3, -0.8], [0.2, 0.0, -0.1], [2.2, -1.6, -0.8], [-2.3, 3.3, -0.2], [0.4, 0.4, -0.5], [-0.1, 0.0, 0.0], [0.4, -0.3, -0.2], [-0.6, -0.6, -0.7], [1.0, 0.5, 0.6], [-2.1, 0.0, -0.8], [0.0, 0.4, -0.5], [-0.4, 0.3, 0.1], [0.6, 0.2, -1.1], [-0.8, 0.3, 0.4], [-1.0, 0.2, 1.7], [2.1, -0.6, -0.4], [-0.4, -1.2, -0.2], [-0.2, 1.0, 0.6], [0.8, 0.3, 1.0], [0.6, 1.0, -0.5], [-0.1, -1.0, 0.5], [-0.4, -0.1, 0.1], [0.1, 0.0, -0.1], [0.1, 0.5, 1.0], [-0.1, 0.2, 0.5], [0.1, -0.2, 0.6], [1.0, -0.3, 0.7], [0.1, 0.0, 0.1], [-0.1, 0.6, -1.3], [-0.2, -1.1, -0.5], [0.1, -0.1, -0.1], [-0.3, -0.2, -0.7], [-0.2, -0.6, 0.7], [0.9, -0.8, 0.0], [-0.6, 0.4, -0.7], [-0.1, -1.2, 0.0], [-0.5, -0.9, 0.5], [-1.0, 0.3, 0.9], [-0.9, 0.9, -0.6], [0.4, -0.2, -0.9], [0.1, 0.0, 0.1], [-0.2, 0.0, 1.3]], "mulliken_charge": [-0.17, -0.08, -0.31, -0.19, 0.11, -0.45, -0.58, -0.15, 0.71, -0.13, -0.64, -0.48, -0.56, -0.51, 0.19, -0.47, -0.61, -0.56, -0.57, -0.58, -0.71, -0.39, 0.45, 0.22, 0.40, 0.14, 0.29, 0.35, 0.29, 0.23, 0.27, 0.25, 0.41, 0.38, 0.37, 0.10, 0.34, 0.10, 0.40, 0.31, 0.09, 0.84, 0.12, 0.57, 0.21, 0.30, 0.29, 0.44], "homo_lumo_gap_ha": 0.2339, "charge": 1, "e_homo_ha": -0.413}